No. 1
# C7H10

One molecule with the formula C7H10 (ωB97M-V/def2-TZVPD, OMol25).

```
17
Properties=species:S:1:pos:R:3:forces:R:3:lowdin_charge:R:1
C -2.128609 -0.266024 0.127305 -0.26 -0.06 0.18 -0.111
C -1.496727 0.787100 -0.733540 0.07 0.23 -0.15 -0.106
C -0.677950 -0.350904 -0.214437 0.07 -0.25 -0.16 -0.305
C 1.700954 -1.125071 -1.085806 0.42 0.18 0.18 0.142
C 1.820791 -0.665552 0.268645 0.45 -0.45 -0.33 -0.354
C 1.552355 0.790839 0.642449 -0.15 0.30 0.03 -0.075
C 0.444480 -0.177533 0.782075 -0.20 0.06 0.04 -0.196
H -2.769686 -0.997369 -0.351090 0.00 0.10 0.07 0.101
H -2.422431 -0.016441 1.139301 0.07 0.12 -0.03 0.102
H -1.704010 0.805818 -1.797125 -0.10 0.02 0.11 0.101
H -1.317696 1.761122 -0.292356 -0.04 -0.07 0.01 0.104
H -0.482525 -1.142259 -0.931825 -0.15 0.13 0.03 0.112
H 1.307332 -0.286522 -1.695744 -0.01 -0.11 0.18 0.014
H 2.378827 -1.296148 0.957403 -0.10 0.22 0.03 0.112
H 1.525565 1.517929 -0.163637 0.01 -0.22 -0.02 0.111
H 2.041136 1.142276 1.544758 -0.13 -0.07 -0.01 0.104
H 0.228191 -0.481263 1.803620 0.06 -0.13 -0.17 0.143
```
Forces are in eV/Å.

Computed properties:
Total charge   0
Total energy   -7415.5834 eV
ΔE to the lowest compared entry with this formula, charge and spin   125.7 kcal/mol
E_HOMO   -8.275 eV
Strongest force on any atom   0.72 eV/A
Spin multiplicity   1

=====

No. 2
# C6H15F8KN4O20PS8

C6H15F8KN4O20PS8 as an isolated structure in a non-equilibrium geometry (ωB97M-V/def2-TZVPD, OMol25).

```
63
Properties=species:S:1:pos:R:3:forces:R:3:lowdin_charge:R:1
K 0.712944 1.885507 -0.238709 -0.40 -0.59 0.07 0.771
N -3.817871 2.486554 -1.506978 0.92 -0.83 3.87 -0.246
S -3.133168 1.139100 -1.921700 0.38 -3.58 -5.03 0.482
O -3.868446 -0.121873 -1.641116 1.70 2.51 0.08 -0.329
O -1.675099 1.174028 -1.991674 -1.95 -0.70 0.82 -0.313
F -3.491395 1.338944 -3.483619 -0.16 -0.20 -0.02 -0.228
S -3.182203 2.417190 0.051712 0.97 4.03 2.06 0.557
O -1.809818 2.927389 0.108601 -1.81 -1.63 0.04 -0.366
O -3.628370 1.384249 0.963507 0.39 0.59 -1.39 -0.288
F -3.925387 3.716351 0.625034 -0.57 -0.32 -0.35 -0.206
N 4.756760 -1.287346 -2.071270 4.90 4.68 5.14 -0.248
S 4.249761 -0.546235 -0.621113 5.02 4.49 3.31 0.615
O 4.572577 -1.258709 0.586377 -0.59 -0.59 -1.39 -0.269
O 3.189391 0.419926 -0.545642 -0.54 -1.67 -1.23 -0.315
F 5.506640 0.595557 -0.589914 -0.81 -1.54 -0.63 -0.259
S 3.471754 -1.874122 -2.326756 -8.58 -6.37 -5.66 0.383
O 2.538693 -1.012772 -3.043237 0.49 -1.36 1.46 -0.282
O 2.981914 -2.899902 -1.375013 0.35 2.20 -1.20 -0.313
F 4.016466 -2.830569 -3.534657 -0.23 -0.08 0.05 -0.242
N 1.764673 3.137733 2.183476 2.81 -3.56 -0.39 -0.278
S 2.747104 1.869785 2.819705 3.16 -2.30 -2.75 0.596
O 2.314216 0.508929 2.535209 -0.60 1.87 0.64 -0.293
O 3.520704 2.045973 4.045037 -1.40 0.22 -1.91 -0.286
F 3.780183 2.068593 1.598038 0.09 0.21 0.93 -0.211
S 1.060569 3.371031 3.493057 -5.12 5.22 4.69 0.393
O 1.849433 4.089600 4.473435 -0.33 -1.06 -0.05 -0.323
O 0.066235 2.419954 3.948406 1.38 0.04 -0.30 -0.288
F 0.121343 4.603081 3.027485 0.06 -0.57 -0.43 -0.216
N 1.163526 4.168698 -1.561023 -2.04 3.47 2.30 -0.318
S 0.192117 5.459794 -1.173632 -3.23 3.62 3.69 0.552
O -1.212886 5.508620 -1.630744 2.95 -0.79 0.38 -0.291
O 0.842627 6.772937 -1.258546 -0.24 -2.38 0.52 -0.311
F -0.011090 5.125774 0.389428 0.83 0.19 -1.10 -0.204
S 0.905210 4.410328 -3.052066 2.39 -3.74 -10.12 0.461
O 1.615784 5.479164 -3.831795 -2.65 -0.87 2.60 -0.326
O -0.291819 3.768712 -3.618881 1.14 2.30 1.21 -0.290
F 1.933055 3.270100 -3.473248 0.96 -1.15 0.08 -0.229
C -4.230096 -2.476970 2.661972 -0.19 -0.54 0.65 -0.082
C -3.610106 -2.240197 1.326827 -2.35 1.62 -0.16 -0.343
O -2.293407 -2.605992 1.282041 2.37 -0.41 0.14 -0.160
P -1.267399 -1.849351 0.302579 1.24 -0.24 -1.07 0.541
O -1.107436 -0.383239 0.446240 -0.12 -1.85 0.09 -0.232
O 0.078763 -2.777657 0.449114 -1.65 0.28 0.33 -0.205
C 1.218166 -2.427533 1.285237 0.34 0.54 0.86 -0.230
C 2.073803 -3.617068 1.796767 -1.24 0.23 -0.96 -0.059
O -1.863642 -2.294076 -1.146291 0.71 1.25 1.12 -0.167
C -1.824583 -3.609989 -1.584240 1.26 -2.09 -0.86 -0.292
C -0.428983 -4.013346 -2.126431 0.16 -0.08 -0.29 -0.071
H -3.787716 -1.908473 3.480037 0.21 0.02 -0.14 0.082
H -5.277036 -2.181870 2.591643 -0.10 -0.06 0.05 0.076
H -4.178384 -3.541301 2.891370 -0.08 -0.11 0.29 0.068
H -4.223920 -2.766682 0.595958 0.26 -0.29 -0.38 0.123
H -3.774537 -1.182620 1.120420 0.43 0.23 -0.36 0.105
H 1.843370 -1.808285 0.642002 -0.01 0.16 0.48 0.084
H 0.850641 -1.898078 2.164269 0.06 0.45 -0.25 0.112
H 2.900011 -3.299843 2.433047 0.14 0.50 -0.56 0.076
H 1.512837 -4.284658 2.450791 -0.38 -0.23 -0.32 0.059
H 2.391125 -4.090136 0.867461 0.48 -0.51 0.41 0.060
H -2.183899 -4.310994 -0.830853 0.03 0.02 0.36 0.107
H -2.453431 -3.768260 -2.460362 -0.57 0.68 0.16 0.111
H -0.241337 -3.370417 -2.986383 0.45 0.48 0.35 0.083
H 0.394296 -4.032765 -1.412331 -0.23 0.65 -0.08 0.052
H -0.343227 -4.992273 -2.598060 -0.86 -0.49 0.14 0.061
```
Forces are in eV/Å.

Computed properties:
Total charge   -3
Total energy   -187410.3380 eV
ΔE to the lowest compared entry with this formula, charge and spin   37.3 kcal/mol
E_HOMO   -2.932 eV
Strongest force on any atom   12.09 eV/A
Spin multiplicity   1

=====

No. 3
# C27H62B

A 3-piece molecular cluster, C27H62B overall in a non-equilibrium geometry (ωB97M-V/def2-TZVPD, OMol25).

```
90
Properties=species:S:1:pos:R:3:forces:R:3:lowdin_charge:R:1
C 0.309447 -0.742107 -0.968863 0.65 -0.11 0.33 -0.146
C 1.557640 -1.034974 -1.994308 -0.84 -1.00 -0.42 -0.260
C 1.283445 -0.577798 -3.553689 1.35 -0.10 -0.18 -0.225
C 1.452815 1.034053 -3.829363 -0.74 0.40 -0.58 -0.253
C 0.388370 1.983452 -3.007113 1.73 0.45 -0.08 -0.246
B -1.172610 1.667800 -3.427157 0.42 1.19 0.37 -0.628
C -2.130657 2.968719 -3.068636 -1.18 1.34 -0.32 -0.243
C -3.706052 2.587236 -2.780695 0.13 0.44 0.14 -0.245
C -3.929831 1.486853 -1.576479 -0.63 -0.06 -0.33 -0.214
C -5.541673 1.354375 -1.308470 0.11 0.62 -0.28 -0.250
C -6.419502 0.860330 -2.610047 -0.28 -0.69 1.05 -0.221
C -6.027553 -0.711634 -2.939385 -0.27 -0.22 -0.63 -0.220
C -5.344924 -0.924979 -4.429941 -0.21 -0.91 0.42 -0.207
C -4.726528 -2.459711 -4.593478 0.42 0.22 -0.56 -0.230
C -3.085876 -2.494901 -4.347345 -0.14 0.40 -0.06 -0.254
C -2.661273 -2.656035 -2.762710 -0.05 -0.30 -0.57 -0.142
H -0.739559 -0.662722 -1.483914 2.25 0.10 0.79 0.048
H 0.256664 -1.669235 -0.232384 0.13 2.10 -1.14 0.065
H 0.582226 0.271744 -0.401201 -1.01 -2.33 -1.03 0.066
H 2.538664 -0.583805 -1.541016 -1.78 -0.71 -1.06 0.088
H 1.701964 -2.217910 -2.021630 -0.17 2.42 0.05 0.094
H 2.135011 -1.110853 -4.198375 -1.70 1.02 1.28 0.096
H 0.262644 -1.029105 -3.967971 2.01 1.29 1.15 0.113
H 2.556753 1.435856 -3.689265 -1.92 -1.24 -0.06 0.091
H 1.205670 1.198043 -4.985081 0.50 -0.35 2.40 0.102
H 0.593418 1.939814 -1.842503 -0.20 0.05 -2.10 0.071
H 0.630538 3.105537 -3.332878 -0.30 -2.11 0.67 0.095
H -1.624447 0.699668 -2.937536 -0.23 -1.09 0.66 0.008
H -1.165613 1.474687 -4.609110 -0.12 -0.07 -0.91 0.041
H -2.136890 3.640372 -4.055396 -0.05 -0.92 2.17 0.088
H -1.676682 3.627171 -2.182734 -1.13 -1.22 -1.64 0.092
H -4.190026 2.239063 -3.811984 1.05 0.40 2.26 0.100
H -4.341357 3.546727 -2.462192 1.26 -1.86 -0.60 0.101
H -3.394914 1.847789 -0.573959 -1.12 -0.69 -2.20 0.125
H -3.501873 0.410161 -1.833457 -0.78 2.45 0.38 0.078
H -5.940760 2.425579 -1.003328 0.74 -2.16 -0.40 0.102
H -5.722540 0.594370 -0.436164 0.14 1.43 -1.55 0.101
H -7.555242 0.884669 -2.267787 2.26 -0.03 -0.73 0.098
H -6.344703 1.570139 -3.543033 0.16 -1.49 1.86 0.104
H -5.339117 -1.185777 -2.090287 -1.38 1.21 -1.84 0.107
H -7.029674 -1.350996 -2.950960 2.10 1.24 0.06 0.105
H -6.217163 -0.802998 -5.212566 1.81 -0.05 1.44 0.104
H -4.470222 -0.173515 -4.665748 -1.86 -1.31 0.62 0.111
H -4.895744 -2.785120 -5.712650 0.26 0.56 2.15 0.094
H -5.288562 -3.251932 -3.909427 1.17 1.73 -1.31 0.108
H -2.603406 -3.358610 -4.996351 -1.05 1.61 1.45 0.099
H -2.650463 -1.473214 -4.779198 -0.83 -2.18 1.04 0.112
H -3.309683 -3.507235 -2.272555 1.19 1.66 -0.90 0.072
H -1.533208 -2.992263 -2.691871 -2.23 0.88 -0.05 0.073
H -2.827253 -1.648995 -2.183836 0.41 -2.01 -1.15 0.051
C 6.203922 0.830147 2.905805 0.21 -0.01 -0.13 -0.116
C 5.445461 2.144702 2.997473 -0.12 0.03 0.18 -0.273
C 3.928657 1.960187 3.093674 -0.07 0.14 -0.06 -0.226
C 3.272699 1.286246 1.882611 0.09 -0.10 0.00 -0.228
C 3.503972 1.986137 0.541704 -0.23 -0.10 0.01 -0.265
C 2.921527 3.391044 0.489805 0.09 0.13 -0.13 -0.109
H 5.938493 0.272562 2.002658 0.02 0.02 0.12 0.069
H 7.281504 1.019391 2.872833 -0.07 -0.11 0.01 0.067
H 5.997906 0.198969 3.775695 -0.01 -0.01 -0.07 0.066
H 5.702931 2.780510 2.144060 -0.07 -0.03 0.03 0.099
H 5.786582 2.680537 3.892087 -0.04 0.01 -0.10 0.102
H 3.466385 2.939938 3.260266 0.01 -0.08 -0.02 0.102
H 3.698828 1.365413 3.986632 0.04 0.02 -0.02 0.091
H 2.193317 1.219774 2.067683 0.08 0.00 -0.05 0.109
H 3.627118 0.251848 1.804417 -0.04 0.04 0.04 0.098
H 3.034459 1.387206 -0.247704 0.08 0.05 0.07 0.085
H 4.571019 2.022228 0.305301 0.04 -0.05 0.03 0.099
H 1.843605 3.373098 0.677821 0.09 0.03 -0.03 0.078
H 3.086435 3.830557 -0.498995 -0.12 -0.02 0.13 0.074
H 3.390338 4.049900 1.227046 -0.05 -0.02 -0.02 0.061
C 2.720722 -0.456335 6.908799 -0.11 0.05 0.21 -0.115
C 2.962671 -1.890258 6.464904 0.18 -0.02 -0.13 -0.273
C 2.950477 -2.060619 4.943449 -0.03 -0.15 -0.02 -0.224
C 1.621104 -1.724231 4.257328 0.01 0.14 0.03 -0.227
C 0.410657 -2.516410 4.755962 0.00 0.06 -0.21 -0.272
C 0.533266 -4.014050 4.515671 -0.10 -0.13 0.12 -0.117
H 1.733183 -0.099361 6.601610 0.12 0.01 0.01 0.069
H 2.772805 -0.386724 7.999911 -0.01 0.09 -0.10 0.068
H 3.477199 0.214806 6.490652 -0.09 -0.02 0.00 0.067
H 2.225871 -2.551501 6.932601 0.02 0.01 -0.06 0.097
H 3.942620 -2.209410 6.841281 -0.11 -0.03 -0.04 0.103
H 3.233344 -3.092154 4.704112 -0.02 0.07 -0.01 0.101
H 3.733787 -1.427201 4.508526 -0.05 -0.02 0.04 0.096
H 1.737078 -1.892802 3.179427 -0.04 0.03 0.10 0.111
H 1.411890 -0.654288 4.372034 0.05 -0.07 -0.03 0.099
H -0.481353 -2.153424 4.231668 0.10 0.02 0.09 0.108
H 0.238893 -2.328157 5.819370 0.02 0.04 0.01 0.096
H 0.659297 -4.228611 3.449994 0.02 0.00 0.10 0.077
H -0.370792 -4.525812 4.860447 0.12 -0.03 -0.07 0.068
H 1.382436 -4.441637 5.057408 -0.06 0.01 -0.08 0.064
```
Forces are in eV/Å.

Computed properties:
Total charge   -1
Total energy   -29676.3859 eV
E_HOMO   -4.817 eV
Strongest force on any atom   2.74 eV/A
Spin multiplicity   1

=====

No. 4
# C6H6N2O2

A 2-piece molecular cluster, C6H6N2O2 overall in a non-equilibrium geometry (ωB97M-V/def2-TZVPD, OMol25).

```
16
Properties=species:S:1:pos:R:3:forces:R:3:lowdin_charge:R:1
O -0.952439 -2.012618 1.990012 0.05 1.05 -1.20 0.055
C -0.831423 -0.961046 1.367557 -0.09 -0.25 1.28 -0.412
C -0.253593 -0.756339 0.030283 -0.60 -0.77 0.07 -0.034
C -0.071643 0.482453 -0.456965 -0.10 -0.61 0.28 -0.127
N -0.346243 1.561421 0.332957 0.30 1.62 -0.85 0.121
C -0.934413 1.516431 1.596930 0.04 -0.78 -0.35 -0.529
O -1.153737 2.481648 2.269903 -0.11 1.04 0.21 0.093
N -1.243190 0.244874 2.011892 0.30 -0.80 -0.90 0.195
H -0.035771 -1.640544 -0.571721 -0.12 0.38 0.39 0.104
H 0.367549 0.619923 -1.469283 -0.68 0.39 1.08 0.099
H -0.115729 2.490913 -0.047483 -0.38 -0.75 0.71 0.173
H -1.760725 0.162838 2.878969 0.31 -0.03 -0.05 0.166
C 1.773069 -1.291547 -3.056879 -0.76 2.21 0.67 0.017
C 1.806374 -0.771673 -1.926173 2.66 -2.75 0.16 -0.105
H 1.558575 -1.352400 -4.167013 0.46 -0.23 2.08 0.057
H 2.193341 -0.774334 -0.782987 -1.28 0.28 -3.57 0.130
```
Forces are in eV/Å.

Computed properties:
Total charge   0
SMILES   O=c1cc[nH]c(=O)[nH]1.C#C
Total energy   -13392.1363 eV
ΔE to the lowest compared entry with this formula, charge and spin   57.4 kcal/mol
E_HOMO   -9.463 eV
Strongest force on any atom   3.83 eV/A
Spin multiplicity   1

=====

Question: The highest strongest force on any atom belongs to which entry?
Answer: C6H15F8KN4O20PS8

=====

Question: total charge of number 2 (C6H15F8KN4O20PS8)?
Answer: -3

=====

Question: Among the records above, which one has the highest strongest force on any atom?
Answer: C6H15F8KN4O20PS8